{"formula": "C51H71Br2ClF8I3NO26", "method": "the ωB97M-V functional and the def2-TZVPD basis", "species": ["I", "I", "I", "Br", "Br", "Cl", "F", "F", "F", "F", "F", "F", "F", "F", "O", "O", "O", "O", "O", "O", "O", "O", "O", "O", "O", "O", "O", "O", "O", "O", "O", "O", "O", "O", "O", "O", "O", "O", "O", "O", "N", "C", "C", "C", "C", "C", "C", "C", "C", "C", "C", "C", "C", "C", "C", "C", "C", "C", "C", "C", "C", "C", "C", "C", "C", "C", "C", "C", "C", "C", "C", "C", "C", "C", "C", "C", "C", "C", "C", "C", "C", "C", "C", "C", "C", "C", "C", "C", "C", "C", "C", "C", "H", "H", "H", "H", "H", "H", "H", "H", "H", "H", "H", "H", "H", "H", "H", "H", "H", "H", "H", "H", "H", "H", "H", "H", "H", "H", "H", "H", "H", "H", "H", "H", "H", "H", "H", "H", "H", "H", "H", "H", "H", "H", "H", "H", "H", "H", "H", "H", "H", "H", "H", "H", "H", "H", "H", "H", "H", "H", "H", "H", "H", "H", "H", "H", "H", "H", "H", "H", "H", "H", "H"], "coordinates": [[-0.4716, -3.3618, -1.4506], [-1.4395, -4.3290, 1.3093], [-3.6469, -0.8844, -5.8646], [-6.6884, 0.5992, 1.3030], [-5.2077, -0.8877, -0.8466], [0.4495, -2.1734, 3.7250], [-10.9270, 6.4786, -0.0251], [-6.1145, -6.8321, 8.2536], [1.4398, -4.8627, 6.4087], [-5.6355, 4.7827, 2.2706], [-3.4126, -0.1225, 6.1098], [13.9937, -3.3477, -4.5659], [0.1158, 1.8921, -10.3153], [-0.7189, 3.9106, -13.3734], [-0.9493, -1.0426, -8.8594], [-0.1913, -5.9796, 7.5000], [10.8515, -2.5186, 0.5236], [0.4504, 6.1131, -10.9974], [0.3814, 0.7066, -8.4130], [-9.8183, 5.5768, 3.1072], [-1.4281, -6.6525, 5.7605], [-6.5448, 5.8805, 0.5230], [-4.6997, 6.2191, -0.7115], [-2.1822, -6.9828, 7.8536], [-4.5660, -6.8082, 11.3306], [10.0984, -1.2444, -4.2310], [-0.0510, -0.8235, -6.8062], [-2.3958, 1.8895, 5.9566], [-6.1340, -5.7616, 12.5635], [-6.6453, 7.1738, -1.3285], [-1.1089, 7.7330, -11.1469], [-11.7729, 5.5173, 4.2261], [-3.3825, 2.9433, 7.6765], [11.9706, -2.3749, -4.8005], [-1.1440, 5.9769, -12.5705], [11.9667, -1.0554, -2.9877], [-11.7057, 6.2118, 2.0763], [-2.0386, 4.0978, 6.2860], [-6.4032, -6.0001, 10.3321], [-2.2107, 2.2599, 1.5476], [-0.4977, 1.3150, 0.2816], [-2.8640, 0.8846, 6.8384], [3.3286, 0.8830, -1.0678], [-0.9268, 0.0565, 3.7865], [-0.1954, -0.4292, -7.9113], [-11.1605, 5.7423, 3.2389], [13.3258, -2.1750, -4.4431], [-1.3737, -0.2142, -2.1629], [0.1801, -0.5791, 1.5489], [-10.6316, 6.6831, 1.2813], [-6.0230, 6.4980, -0.5855], [-2.7856, -2.8678, 0.3998], [-1.6636, -0.5852, -0.6496], [-1.8308, 1.4962, 0.7324], [-0.1357, 5.0550, -12.9358], [-4.5191, -7.2333, 9.9616], [-5.4666, -6.2674, 9.3021], [0.2648, 0.6353, -9.8191], [-4.2944, 5.4914, 0.4528], [-0.3108, -5.9327, 5.2231], [8.9444, 0.2326, -0.8472], [11.2285, -1.5296, -4.0247], [6.7573, 1.5347, -0.6231], [10.0913, -0.3070, 0.0049], [-2.6428, 0.6216, -0.2684], [2.2560, 0.4769, -0.0427], [-2.6788, -1.4723, -4.0213], [-3.9062, 1.6137, 7.6484], [-2.5553, 3.0852, 6.6086], [-1.3513, -6.5770, 7.1081], [13.2231, -1.7388, -3.0033], [7.6668, 0.4414, -0.0362], [10.4918, -3.8595, 0.7652], [-0.9837, -0.1897, -10.0060], [-0.6446, -1.0479, 2.7508], [-4.7251, 0.9009, 1.3542], [-4.1874, 0.5895, -0.1058], [-3.9166, -3.7947, -0.1432], [-0.2927, -0.1539, 0.1054], [-2.5480, -0.2005, -3.1555], [-5.7398, -6.1543, 11.5183], [-2.1064, -2.0620, -0.7908], [-0.6483, 6.7134, -11.5282], [-9.4827, 5.8196, 1.7363], [-4.2037, -0.0492, 2.4110], [4.6644, 0.1552, -0.8952], [0.6663, -5.9724, 6.3697], [-5.6004, 4.9030, 0.9221], [9.7411, -1.6390, 0.6762], [0.6009, 4.8427, -11.6377], [5.7886, 0.9235, -1.6469], [1.0261, -0.2245, -0.7033], [0.1405, 4.0708, -11.0239], [-3.8684, 6.1786, 1.1849], [10.1064, -4.3354, -0.1405], [-1.7038, 0.7426, 3.4791], [-4.7919, -0.9525, 2.4960], [-5.8551, 3.9427, 0.4661], [-9.4428, 4.8711, 1.1981], [-3.8099, -3.9734, -1.2115], [-0.9757, -0.7699, -10.9254], [9.2792, 1.1833, -1.2642], [-4.8804, 1.6140, 7.1567], [-0.6261, -0.8720, -2.5981], [0.0058, 0.5294, 4.0738], [6.3035, 0.2090, -2.2867], [0.9891, -1.2905, 1.4305], [10.3592, 0.3982, 0.7895], [-1.3184, -0.4661, 4.6536], [0.6618, 0.3000, 1.9550], [-2.5449, 1.3424, -1.0741], [2.9898, 0.7761, -2.0972], [-4.8678, -8.2648, 9.8904], [-4.5950, 1.9436, 1.5961], [4.5804, -0.8209, -1.3742], [1.1686, 0.1890, -10.2371], [-4.5633, 1.4473, -0.6515], [1.9903, 1.2900, 0.6241], [-10.4919, 7.7513, 1.4556], [-3.1787, -0.2834, 2.1436], [7.3560, 2.3332, -1.0530], [1.3053, -6.8570, 6.3927], [-0.6182, -4.9155, 4.9754], [8.8265, -2.0769, 0.2693], [-3.8925, -4.7659, 0.3320], [0.4708, 5.4787, -13.7382], [-8.5231, 6.3153, 1.6501], [3.5459, 1.9396, -0.9033], [8.7860, -0.4459, -1.6852], [13.7721, -1.4354, -5.1102], [4.9229, -0.0047, 0.1477], [0.0711, -6.4146, 4.3265], [5.3360, 1.6846, -2.2783], [7.9330, 0.7587, 0.9729], [-4.8825, -3.3840, 0.1176], [1.3588, -1.2420, -0.8631], [-4.1605, 0.4368, 3.3796], [-1.8865, 0.4225, -9.9786], [-1.5591, -1.6090, 2.6223], [-4.0163, 1.2165, 8.6544], [-0.8910, 0.7563, -2.2186], [13.1844, -2.5863, -2.3174], [-5.0058, -5.3327, 8.9781], [7.1068, -0.4862, 0.0591], [9.6060, -1.4746, 1.7507], [-2.2981, 0.5680, -3.8849], [-0.2319, 1.8852, -0.5099], [14.0308, -1.0763, -2.7022], [-3.5105, 0.1205, -2.7710], [-3.5534, 4.7348, 0.2045], [-3.3841, -2.1416, -3.5413], [6.1448, 1.9126, 0.1943], [-2.8074, -2.2116, -1.5902], [-1.7170, -1.9250, -4.2139], [1.6514, 4.6005, -11.7815], [2.7079, -0.2827, 0.5954], [-2.0284, 0.4945, 7.4220], [10.9620, -0.4529, -0.6267], [9.7767, -3.9564, 1.5843], [0.9886, 0.2409, -1.6859], [-3.5116, -7.1716, 9.5640], [11.3855, -4.4011, 1.0703], [-3.2482, -2.2552, 1.1604]], "lowdin_charge": [0.924, 0.792, 0.807, 0.646, 0.830, 0.569, 0.077, 0.074, 0.076, 0.081, 0.063, 0.076, 0.062, 0.072, 0.056, 0.141, -0.197, 0.073, 0.134, 0.073, 0.083, 0.102, 0.079, 0.167, 0.073, 0.182, 0.155, 0.111, 0.178, 0.195, 0.189, 0.183, 0.077, 0.134, 0.132, 0.059, 0.131, 0.192, 0.128, 0.154, 0.082, -0.318, -0.199, -0.147, -0.564, -0.546, -0.318, -0.211, -0.150, -0.313, -0.536, -0.734, -0.259, -0.401, -0.317, -0.054, -0.317, -0.309, -0.045, -0.057, -0.206, -0.542, -0.202, -0.171, -0.145, -0.180, -0.616, -0.052, -0.538, -0.533, -0.051, -0.214, -0.124, -0.051, -0.651, -0.700, -0.608, -0.238, -0.300, -0.324, -0.550, -0.599, -0.542, -0.056, -0.145, -0.210, -0.311, -0.319, -0.230, -0.058, -0.198, -0.170, 0.121, 0.151, 0.087, 0.050, 0.067, 0.161, 0.148, 0.075, 0.141, 0.112, 0.147, 0.052, 0.086, 0.106, 0.079, 0.111, 0.050, 0.106, 0.134, 0.112, 0.148, 0.063, 0.111, 0.175, 0.077, 0.106, 0.175, 0.041, 0.104, 0.175, 0.117, 0.117, 0.013, 0.173, 0.119, 0.110, 0.109, 0.173, 0.102, 0.139, 0.102, 0.114, 0.023, 0.056, 0.084, 0.147, 0.033, 0.142, 0.106, 0.146, 0.173, 0.102, 0.124, 0.068, 0.147, 0.141, 0.059, 0.132, 0.019, 0.105, -0.002, 0.034, 0.142, 0.100, 0.176, 0.095, 0.085, 0.096, 0.104, 0.082, 0.036], "homo_lumo_gap_ev": 7.687, "spin_multiplicity": 1, "max_force_ev_per_a": 2.65}